The following is a DFT calculation (ωB97M-V/def2-TZVPD) of a 6-piece molecular cluster, C25H51BBrIO13PS overall in a non-equilibrium geometry.

Geometry as ORCA input:
```
! RIJCOSX wB97M-V def2-TZVPD def2/J DEFGRID3
* xyz -1 1
O 2.81 -2.35 1.52
P 1.45 -1.87 0.65
I 1.78 -3.07 -1.47
C 1.79 -0.06 0.34
S 3.52 0.45 0.50
C 1.40 0.31 -1.14
O 0.04 0.15 -1.08
B -0.30 0.97 0.14
C -1.76 0.57 0.76
C -2.30 -0.68 0.08
C -3.61 -1.13 0.66
Br -4.37 -2.60 -0.47
O 0.88 0.66 1.05
H 2.43 -2.75 2.32
H 3.94 -0.14 1.62
H 1.68 1.37 -1.21
H 1.92 -0.23 -1.92
H -0.27 2.15 -0.25
H -1.69 0.45 1.84
H -2.44 1.41 0.59
H -1.57 -1.48 0.15
H -2.47 -0.45 -0.96
H -3.51 -1.59 1.64
H -4.36 -0.36 0.64
O 4.27 1.85 -4.21
C 5.36 2.03 -3.73
O 5.71 1.35 -2.62
C 7.03 1.35 -2.08
C 7.26 2.54 -1.16
C 6.31 3.06 -4.30
H 7.78 1.29 -2.88
H 7.10 0.43 -1.51
H 7.17 3.48 -1.70
H 8.25 2.48 -0.71
H 6.51 2.54 -0.37
H 6.04 4.04 -3.89
H 6.18 3.08 -5.38
H 7.36 2.86 -4.09
O -5.72 1.81 1.19
C -6.06 1.40 2.27
O -5.44 1.86 3.37
C -5.88 1.57 4.70
C -5.36 0.23 5.18
C -7.12 0.33 2.40
H -6.97 1.64 4.76
H -5.47 2.37 5.31
H -5.73 -0.60 4.58
H -5.66 0.06 6.22
H -4.27 0.22 5.13
H -6.64 -0.64 2.25
H -7.86 0.48 1.61
H -7.64 0.33 3.35
O 10.31 -2.92 -0.01
C 9.16 -3.27 -0.12
O 8.22 -2.34 -0.36
C 6.86 -2.67 -0.67
C 6.02 -2.91 0.56
C 8.76 -4.71 0.07
H 6.82 -3.52 -1.36
H 6.48 -1.81 -1.21
H 6.37 -3.76 1.15
H 4.98 -3.08 0.28
H 6.05 -2.03 1.21
H 8.64 -4.90 1.13
H 9.56 -5.34 -0.31
H 7.84 -4.99 -0.44
O 1.64 -4.69 -4.42
C 0.50 -5.04 -4.51
O -0.43 -4.12 -4.82
C -1.81 -4.43 -5.06
C -2.60 -4.49 -3.77
C 0.08 -6.46 -4.20
H -1.90 -5.35 -5.65
H -2.17 -3.62 -5.68
H -2.25 -5.29 -3.12
H -3.66 -4.67 -3.99
H -2.51 -3.55 -3.23
H -0.04 -6.55 -3.12
H 0.87 -7.13 -4.52
H -0.84 -6.77 -4.69
O -4.46 5.19 4.36
C -5.28 5.61 3.60
O -5.86 6.80 3.89
C -6.73 7.48 2.98
C -8.16 6.99 3.08
C -5.75 4.83 2.39
H -6.34 7.42 1.96
H -6.67 8.53 3.27
H -8.24 5.94 2.81
H -8.81 7.57 2.42
H -8.52 7.10 4.11
H -6.50 4.12 2.73
H -4.91 4.27 1.98
H -6.16 5.44 1.60
*
```

Results
Electronic energy (eV): -152317.24212
Orbital gap (eV): 6.85
LUMO (eV): 2.08
HOMO level (eV): -4.78

These are the Mulliken partial charges, in e, on atoms 1 to 5: O -0.402; P -0.046; I -0.140; C 0.813; S -0.150